ORCA calculation (the ωB97M-V functional and the def2-TZVPD basis) on a cluster of 27 separate species, C11H69NO30S2 in total in a non-equilibrium geometry.

The value obtained for the orbital gap is 8.12 eV.

Last column: Mulliken charge in e.
Positions of all 113 atoms, in Å:
O 1.98774 0.87879 4.06018  -0.4517
C 2.26607 0.50377 3.01039  0.5120
O 2.00562 1.11422 1.85093  -0.2833
C 2.55102 0.37941 0.75527  -0.6904
C 2.70394 -1.03538 1.31251  0.2607
C 1.57425 -2.05003 1.02535  -0.0310
C 1.42308 -2.98643 2.21789  -1.0303
C 0.11014 -3.79716 2.33373  -0.7798
S -1.41345 -3.03148 1.70955  -0.1151
C -1.65632 -1.44309 2.51807  -0.0078
S -0.56465 -0.80694 3.57618  -0.0425
N -2.81701 -0.81909 2.12972  0.3441
C -2.93261 -0.55350 0.69914  -0.3007
C -3.19580 0.90731 0.25164  -0.1083
O -3.27527 1.90328 1.24801  -0.4446
C -2.54415 1.56978 2.40590  -0.0159
C -3.19382 0.28396 2.97698  -1.2694
O 2.90518 -0.67931 2.66214  -0.2451
H 3.58542 0.73379 0.73783  0.2156
H 2.09276 0.54143 -0.23134  0.2009
H 3.66358 -1.38009 0.95103  0.5324
H 1.90354 -2.59420 0.14547  0.5432
H 0.69731 -1.46371 0.77326  -0.3444
H 2.23181 -3.71679 2.15137  0.6095
H 1.57266 -2.49448 3.16843  0.1880
H 0.25584 -4.72945 1.79512  0.4410
H -0.05041 -4.09118 3.36274  0.4586
H -3.74324 -1.16899 0.30869  0.0246
H -2.04331 -0.90649 0.18309  0.2156
H -4.07747 0.90932 -0.36929  0.2272
H -2.38443 1.18977 -0.41934  0.0578
H -2.61098 2.34880 3.15578  0.4801
H -1.51635 1.40227 2.08250  0.0444
H -4.26796 0.42853 2.84746  0.4357
H -3.03449 0.13169 4.03193  0.5315
O -3.15966 0.66690 -2.81819  -0.6136
H -3.86556 1.31710 -2.88013  0.2949
H -2.45607 1.02429 -3.37288  0.2179
O 2.56716 -0.03005 -2.07134  -0.3367
H 3.08522 0.59686 -2.58920  0.2287
H 2.16169 -0.60062 -2.73548  0.0486
O 5.07187 0.04484 -2.95435  -0.6747
H 5.98259 0.35420 -3.01612  0.3133
H 4.96370 -0.17944 -2.02238  0.2758
O -0.12055 1.53121 -3.18245  -0.3277
H 0.62850 1.03095 -2.83595  0.2205
H 0.27156 2.11693 -3.83562  0.2787
O -1.31510 4.14587 -2.95366  -0.6340
H -0.98487 3.32432 -2.55858  0.3034
H -0.52633 4.69379 -3.04969  0.3380
O 0.28884 -1.78534 -2.97590  -0.5392
H -0.18386 -2.27865 -3.64864  0.2599
H -0.38566 -1.56934 -2.32651  0.2794
O 3.93461 -1.15504 5.60268  -0.6598
H 3.44627 -1.93808 5.34716  0.2487
H 3.41668 -0.43669 5.23627  0.3126
O 6.26430 -2.02688 -4.65670  -0.6369
H 5.92207 -1.22722 -4.22836  0.3878
H 6.54988 -1.72589 -5.52015  0.3131
O -0.10638 3.73281 1.25824  -0.6160
H -0.91054 3.67583 1.77781  0.2988
H 0.48856 3.10383 1.67798  0.3469
O 0.85879 6.23831 -3.63294  -0.6355
H 0.51928 7.01581 -3.18211  0.3087
H 1.12315 6.56341 -4.49549  0.3067
O -5.20212 -3.15691 0.17049  -0.6467
H -4.99492 -3.51762 -0.69667  0.3260
H -4.35562 -3.14896 0.62501  0.2171
O 3.06728 1.78219 6.93846  -0.6142
H 3.42960 0.96264 7.28590  0.3229
H 3.32256 1.77182 6.01331  0.2884
O 1.98629 -0.23028 9.75106  -0.6619
H 1.77216 0.27855 8.96011  0.3291
H 2.80788 0.15553 10.06108  0.3175
O -1.13977 2.46635 -5.64081  -0.5589
H -1.71159 1.69917 -5.77326  0.2520
H -1.71632 3.12281 -5.22661  0.3210
O 2.35846 1.33717 -4.51821  -0.4927
H 2.86795 1.96419 -5.03911  0.2112
H 1.94940 0.77169 -5.18055  0.2761
O 1.38270 -2.21691 7.24704  -0.5552
H 2.24520 -2.24865 6.82861  0.3131
H 1.54458 -1.76142 8.07796  0.2833
O -2.61958 -4.66344 4.46907  -0.6821
H -1.86331 -5.13721 4.82782  0.3006
H -2.24668 -4.12320 3.76280  0.3419
O -2.46954 1.16398 -7.82580  -0.6313
H -3.17320 1.81682 -7.86388  0.3308
H -1.74990 1.57252 -8.31049  0.3146
O -7.19087 -1.59094 2.17556  -0.6400
H -6.98545 -1.95262 1.30897  0.3229
H -6.34622 -1.58655 2.62886  0.3143
O -3.90679 3.96561 -1.15120  -0.6050
H -3.09594 3.91360 -1.67081  0.2965
H -3.64742 4.44418 -0.36298  0.2953
O 5.10106 2.48187 2.41515  -0.6791
H 4.53939 1.71594 2.29472  0.3435
H 4.50955 3.15056 2.76831  0.3274
O 0.90092 3.94495 -7.33916  -0.6169
H 0.42846 3.81310 -6.50617  0.3141
H 0.49555 4.72404 -7.72214  0.2649
O 4.88531 -2.88551 -2.05121  -0.5251
H 5.25246 -3.72047 -1.75778  0.2616
H 5.10605 -2.85073 -2.99058  0.3065
O -7.68953 -4.58741 -0.80432  -0.6083
H -7.96859 -4.09880 -1.58058  0.3149
H -6.84360 -4.19462 -0.56586  0.3256
O 0.07921 -6.47884 4.20306  -0.6016
H 0.28494 -6.84756 3.34222  0.2989
H 0.92258 -6.47245 4.66267  0.3139
O -2.19204 3.97923 -8.46752  -0.6391
H -1.92490 4.86692 -8.71044  0.2859
H -1.54964 3.70302 -7.79895  0.3553

Cartesian forces (eV/Å) of the 2 atoms listed first:
O -0.207 1.193 3.826
C 0.913 -2.687 -5.231

ORCA calculation (the ωB97M-V functional and the def2-TZVPD basis) on a structure of composition C11H6ClN2O4OsSe2Te2.

The value obtained for the orbital gap (alpha / beta) is 6.69 / 6.19 eV. Its spin multiplicity is 5. The expectation value of S² is 6.030. Its charge is +1.

Last column: natural (NBO) charge in e.
Positions of all 29 atoms, in Å:
Os -0.31226 -0.47919 0.50194  0.9013
Se 2.00901 -0.89456 -0.08941  -0.1700
Te 3.04529 0.47084 1.69109  0.4009
Te 1.52588 -0.27622 3.77334  0.3987
Se -0.26782 -1.58456 2.72804  -0.2602
O -3.86007 4.06572 -0.15379  -0.6541
C -4.51528 2.93742 -0.36369  0.7885
O -5.66733 2.91037 -0.69010  -0.5362
C -3.75913 1.66259 -0.14250  -0.2324
C -4.28480 0.37538 -0.29060  0.1891
Cl -5.81633 -0.12844 -0.75042  0.1824
N -3.29212 -0.51141 -0.03232  -0.1784
N -2.18474 0.16313 0.29014  -0.3261
C -2.41489 1.46320 0.20162  0.0925
C -1.17479 2.28840 0.38719  0.7606
O -1.18309 3.48651 0.47628  -0.5470
O -0.08725 1.52728 0.39495  -0.6963
C -3.10796 -1.92428 -0.03702  0.2103
C -4.04930 -2.78859 0.47559  -0.2275
C -3.71858 -4.13615 0.59383  -0.1477
C -2.46048 -4.58938 0.22902  -0.1947
C -1.52486 -3.70937 -0.29796  -0.1461
C -1.84109 -2.36519 -0.44758  -0.3322
H -2.91712 3.98065 0.10384  0.5146
H -5.01010 -2.41960 0.80721  0.2503
H -4.44761 -4.82524 0.99818  0.2430
H -2.21163 -5.63612 0.33922  0.2432
H -0.55537 -4.06517 -0.62133  0.2406
H -1.17836 -1.74163 -1.07976  0.2330

Cartesian forces (eV/Å) of the 2 atoms listed first:
Os 0.526 0.034 0.376
Se 0.164 0.030 0.117

ORCA calculation (the ωB97M-V functional and the def2-TZVPD basis) on a cluster of 30 separate species, C11H76Br2N4O31P in total in a non-equilibrium geometry.

The value obtained for the orbital gap is 6.79 eV. Its charge is +1.

Last column: Mulliken charge in e.
Positions of all 125 atoms, in Å:
C 3.88777 -3.91902 0.08305  -1.2447
C 3.44862 -3.75033 -1.40349  -0.7218
P 1.67724 -3.27252 -1.55045  0.7747
C 0.89547 -3.83245 -3.13437  -0.5655
C -0.31492 -4.75978 -2.75610  -1.1990
C 1.41777 -1.48725 -1.26177  0.2828
C 0.29994 -0.94867 -0.74096  -0.6679
C -0.96312 -1.55408 -0.27638  -0.9582
Br -2.57286 -0.88136 -1.12856  0.0422
C -1.13082 -2.51340 0.63269  0.9128
C -2.52432 -3.02682 0.90164  -1.5407
Br 0.32084 -3.24286 1.60937  -0.0275
N 0.43332 0.45661 -0.68376  0.7726
C 1.63964 0.73080 -1.15816  -1.6506
N 2.11728 2.04775 -1.21129  -0.0953
N 2.24975 -0.35255 -1.52408  0.8559
C 3.56390 -0.38779 -2.12825  -1.0313
O 4.60888 -0.05810 -1.21881  -0.2936
N 4.30733 -0.48054 0.13674  0.3452
O 5.16443 -1.13461 0.53592  -0.3042
H 4.95690 -3.69071 0.14351  0.3731
H 3.80237 -4.97633 0.31937  0.3600
H 3.27148 -3.29795 0.73543  0.1986
H 3.51630 -4.74561 -1.84640  0.5814
H 4.16372 -3.13632 -1.95525  0.5776
H 0.45502 -3.00478 -3.68463  0.1605
H 1.57172 -4.37085 -3.79257  0.6155
H -1.26071 -4.36774 -3.13334  0.4062
H -0.14355 -5.80293 -3.03661  0.3063
H -0.41603 -4.76679 -1.66539  0.2471
H -2.50367 -3.88071 1.57153  0.5623
H -2.98476 -3.35788 -0.03364  0.2945
H -3.16752 -2.23688 1.28513  0.4449
H -0.28060 1.07948 -0.33365  0.3731
H 1.31109 2.64032 -1.00357  0.3738
H 2.35178 2.24045 -2.18511  0.4184
H 3.58905 0.41839 -2.86830  0.4914
H 3.75809 -1.30993 -2.66971  0.4978
O 1.86438 0.34253 2.21143  -0.5692
H 2.72061 -0.07185 2.36401  0.3111
H 1.93489 0.68110 1.31755  0.3664
O 1.96134 -2.23611 -5.37712  -0.5698
H 2.00304 -1.96468 -6.30344  0.2708
H 1.81536 -1.41232 -4.90389  0.2715
O 0.35539 3.14229 0.87994  -0.4397
H 0.80751 2.33374 1.15104  0.0995
H 0.10824 3.55743 1.73484  0.3164
O -5.25348 -2.76239 -1.49956  -0.6390
H -5.92387 -2.35585 -2.07247  0.2604
H -4.50096 -2.15976 -1.53758  0.2182
O 0.21723 2.01169 -4.16695  -0.6673
H 0.31797 1.40444 -3.42715  0.2918
H -0.73836 2.09468 -4.27997  0.3327
O 7.00975 1.73154 -0.77199  -0.6382
H 7.46515 1.53680 -1.59672  0.3021
H 6.22150 1.17994 -0.79627  0.4122
O 6.68065 -3.82230 -1.08325  -0.5491
H 6.96225 -2.94086 -1.34923  0.2921
H 7.50700 -4.27176 -0.85742  0.2572
O -7.55063 -1.86262 -2.94206  -0.6560
H -8.21663 -1.16894 -2.91689  0.2870
H -8.05747 -2.68423 -2.93701  0.3235
O -0.41189 4.48831 -2.32959  -0.5298
H 0.17606 5.18500 -2.67141  0.3222
H -0.09673 3.67638 -2.72490  0.2264
O -1.15437 4.97325 3.24068  -0.6216
H -0.97400 4.40864 4.00355  0.2773
H -2.11609 4.98370 3.17370  0.3332
O -4.14301 4.39364 -1.37823  -0.7132
H -3.99308 3.53144 -0.97903  0.2835
H -3.30645 4.59039 -1.83215  0.3492
O 0.43557 7.49503 -3.06905  -0.6431
H 0.01411 7.92083 -2.31284  0.3192
H -0.20632 7.58040 -3.78357  0.3273
O -1.71596 2.14878 4.37000  -0.5758
H -1.37318 1.45096 3.80434  0.3065
H -2.48733 1.75615 4.79254  0.3096
O 9.20839 -5.27124 -0.15111  -0.6478
H 9.69325 -6.06646 0.09142  0.3100
H 8.95396 -4.88752 0.69534  0.3169
O 0.25051 5.98570 -5.58669  -0.5995
H 0.27651 5.05680 -5.33869  0.2840
H 1.14037 6.16987 -5.90526  0.3200
O -0.59625 2.02112 7.35019  -0.6321
H -0.60516 2.20999 6.40380  0.3315
H -0.75627 2.87675 7.76638  0.3102
O -5.37652 7.16201 -0.94166  -0.6412
H -4.90795 7.82466 -1.45752  0.3215
H -5.01390 6.31896 -1.24317  0.3185
O -1.04298 3.41408 10.01495  -0.5949
H -0.52501 2.65014 10.28828  0.2834
H -1.29344 3.84137 10.84720  0.3254
O 0.14797 -1.16907 -7.20641  -0.5950
H -0.44708 -0.94109 -7.92819  0.2916
H -0.40393 -1.64435 -6.57691  0.3104
O -2.15216 5.63321 0.44482  -0.5316
H -1.48266 5.00193 0.72241  0.1830
H -2.85463 5.07906 0.06185  0.3777
O -3.88528 8.02517 1.27514  -0.6255
H -3.18820 7.41216 1.53187  0.3009
H -4.59632 7.45166 0.95546  0.3364
O -0.76604 -7.46860 -3.90331  -0.5795
H -0.40724 -8.12308 -4.51239  0.2750
H -1.57026 -7.87721 -3.56611  0.2659
O -6.28641 -4.75855 -3.80645  -0.6179
H -5.66354 -5.43939 -3.53672  0.3038
H -5.83412 -3.93444 -3.59750  0.3299
O -1.60129 5.87459 11.42976  -0.6210
H -1.61016 6.07168 10.48730  0.3107
H -1.76202 6.72064 11.85734  0.2905
O 1.54692 -6.15801 -0.34562  -0.5100
H 2.02817 -6.95973 -0.11082  0.2651
H 1.29412 -5.77735 0.50183  0.2449
O -4.01626 3.63874 10.13896  -0.6374
H -3.90426 2.74257 10.46762  0.3056
H -3.14183 3.87353 9.80649  0.3423
O -4.68429 -3.15466 2.89440  -0.6095
H -5.32352 -3.44170 2.23248  0.3105
H -5.19784 -3.09648 3.70665  0.2891
O -1.84083 0.91890 1.76716  -0.5953
H -1.31381 1.62870 1.37634  0.2979
H -1.43929 0.10387 1.43714  0.4569
O 5.00514 -6.52704 1.97768  -0.5969
H 5.60059 -7.23838 2.23438  0.3044
H 5.46979 -5.72516 2.23620  0.2972

Cartesian forces (eV/Å) of the 2 atoms listed first:
C 0.095 0.068 -0.869
C 0.437 0.312 0.126